Entry 1:
{
  "formula": "C2H5N2O3",
  "method": "the ωB97M-V functional and the def2-TZVPD basis",
  "symbols": ["C", "C", "N", "N", "O", "O", "O", "H", "H", "H", "H", "H"],
  "positions_angstrom": [[0.00910, 0.87875, 0.23130], [0.02166, -1.56090, 0.64834], [-0.39417, -1.71234, -2.01982], [-0.09184, -0.88389, -2.92065], [-0.45224, -1.21703, -4.07776], [0.64623, 0.10945, -2.73159], [-0.47743, -0.33194, 0.89342], [-0.83013, 1.67510, 0.14861], [0.25488, 0.51637, -0.80811], [0.79251, 1.38748, 0.74075], [0.93896, -1.84367, 0.27488], [-0.70623, -2.31654, 0.85839]],
  "forces_ev_per_a": [[-1.9, -1.0, -2.0], [-1.9, 0.5, 0.8], [-0.3, 0.3, 0.5], [0.6, -1.8, -0.1], [-0.5, 0.4, -1.0], [0.2, 0.9, 0.2], [0.0, 1.5, 0.5], [0.9, -1.7, 0.3], [0.2, 1.0, 0.9], [1.0, -0.1, 0.6], [1.9, 0.3, -0.9], [-0.2, -0.3, 0.0]],
  "homo_ev": [-4.14, -3.02],
  "charge": -1,
  "lumo_ev": [3.89, 3.96],
  "energy_ha": -414.2202,
  "fmax_ha_per_bohr": 0.057
}


Entry 2:
{
  "formula": "C18H19N7Ru",
  "method": "the ωB97M-V functional and the def2-TZVPD basis",
  "symbols": ["Ru", "C", "C", "C", "C", "C", "H", "H", "H", "H", "H", "C", "N", "C", "C", "C", "C", "C", "N", "C", "C", "C", "C", "C", "C", "H", "H", "H", "H", "H", "H", "H", "H", "H", "H", "H", "N", "N", "N", "C", "N", "N", "H", "H", "H"],
  "positions_angstrom": [[0.35552, 0.17610, -1.37262], [2.01570, 1.42955, -1.88464], [2.17825, 1.31158, -0.47134], [2.33339, -0.04610, -0.18850], [2.27551, -0.78225, -1.43672], [2.20600, 0.13873, -2.49648], [1.88320, 2.36038, -2.41150], [2.11563, 2.13278, 0.22324], [2.41961, -0.46818, 0.79769], [2.36251, -1.85188, -1.53922], [2.20788, -0.08336, -3.54982], [-1.99636, -0.08991, 0.59883], [-1.54062, 0.58238, -0.61741], [-2.38264, 1.20626, -1.38315], [-1.87767, 1.61890, -2.62836], [-2.35606, 2.32220, -3.73166], [-1.30969, 2.35294, -4.65417], [-0.24009, 1.66836, -4.08108], [-0.57536, 1.21693, -2.85671], [-0.05954, -0.18858, 2.14197], [0.96155, -0.93187, 2.73262], [1.78914, -0.35623, 3.68307], [1.60377, 0.96281, 4.07249], [0.58624, 1.70089, 3.49127], [-0.23695, 1.13708, 2.52491], [-2.76863, -0.81506, 0.32929], [-2.41508, 0.59618, 1.32996], [-3.41928, 1.34675, -1.08889], [-3.33979, 2.74940, -3.84234], [-1.31371, 2.81556, -5.62704], [0.73244, 1.48460, -4.50983], [1.10825, -1.96554, 2.45404], [2.57707, -0.94855, 4.13018], [2.24443, 1.40800, 4.82128], [0.43176, 2.73246, 3.77936], [-0.99655, 1.75473, 2.06724], [-1.56483, -4.33168, 2.55555], [-0.88088, -3.41150, 1.97551], [-0.64974, -3.66090, 0.75430], [-0.10946, -2.67349, -0.01036], [-0.17620, -1.39241, 0.08926], [-0.89857, -0.82549, 1.17365], [-1.91619, -5.12275, 2.02367], [-1.73687, -4.21806, 3.54044], [0.37293, -3.04176, -0.90797]],
  "forces_ev_per_a": [[-0.2, -0.7, 0.2], [0.5, 0.2, -0.2], [-0.1, -0.1, -0.2], [-0.2, 0.2, 0.0], [0.5, 0.0, -0.1], [-0.2, 0.3, 0.2], [0.0, 0.0, 0.0], [0.0, -0.1, 0.1], [0.0, 0.0, 0.0], [0.1, 0.0, 0.0], [0.0, 0.0, 0.0], [0.0, -0.2, -0.1], [0.0, 0.6, 0.4], [0.1, -0.1, -0.1], [0.0, 0.1, 0.2], [0.0, 0.0, 0.0], [0.0, 0.0, 0.0], [0.0, -0.1, 0.0], [-0.1, -0.2, -0.2], [0.1, 0.0, 0.0], [0.0, 0.0, 0.0], [0.0, 0.0, 0.0], [0.0, 0.0, 0.0], [0.0, 0.0, 0.0], [0.0, 0.0, -0.1], [0.0, 0.0, 0.0], [0.0, 0.0, 0.0], [0.0, 0.0, 0.0], [0.0, 0.0, 0.0], [0.0, 0.0, 0.0], [0.0, 0.0, 0.0], [0.0, 0.0, 0.0], [0.0, 0.0, 0.0], [0.0, 0.0, 0.0], [0.0, 0.0, 0.0], [0.0, 0.0, 0.0], [-0.1, 0.0, 0.0], [0.2, 0.0, 0.1], [-0.3, -0.4, -0.1], [0.1, 0.2, 0.1], [-0.3, 0.2, -0.5], [0.0, 0.0, 0.1], [0.0, 0.0, 0.0], [0.0, 0.0, 0.0], [0.1, 0.0, 0.0]],
  "homo_ev": [-10.64, -10.76],
  "multiplicity": 2,
  "charge": 1,
  "lumo_ev": [-3.48, -3.76],
  "energy_ha": -1175.1672,
  "fmax_ha_per_bohr": 0.015
}


Entry 3:
{
  "formula": "C9H9INO",
  "method": "the ωB97M-V functional and the def2-TZVPD basis",
  "symbols": ["C", "C", "C", "C", "C", "C", "C", "C", "C", "N", "O", "I", "H", "H", "H", "H", "H", "H", "H", "H", "H"],
  "positions_angstrom": [[-1.88559, 1.24699, 1.79025], [-2.62082, 0.59112, 0.78010], [-0.49836, 1.26688, 1.67328], [-1.92747, -0.27617, -0.12155], [0.19971, 0.60448, 0.61035], [-0.57479, -0.21080, -0.21473], [1.62602, 0.58571, 0.55656], [2.27211, -0.29206, -0.10727], [0.11708, -0.96862, -1.29034], [1.63296, -1.33726, -0.86728], [0.38860, -0.30851, -2.48660], [4.45871, -0.46272, -0.20888], [-2.50521, 1.73658, 2.53697], [-3.68479, 0.46351, 0.75025], [0.20069, 1.97440, 2.22285], [-2.42863, -0.81426, -0.86109], [2.05457, 1.35239, 1.22438], [-0.51135, -1.86777, -1.41183], [2.10598, -1.52058, -1.69808], [1.76849, -2.23775, -0.27162], [-0.18791, 0.47443, -2.60571]],
  "forces_ev_per_a": [[-1.0, -0.3, -1.4], [1.7, -2.2, 0.0], [2.3, 1.3, -0.7], [-0.7, 2.5, 1.2], [-3.2, -0.1, 1.7], [1.9, 0.4, -0.1], [-0.9, 2.7, 2.2], [4.2, -1.3, -1.4], [0.4, -0.4, -0.1], [-2.5, -1.7, 3.1], [-0.6, 0.3, 0.1], [-1.7, 0.1, 0.1], [0.7, 0.2, 0.1], [-0.4, 0.6, 0.4], [-1.4, -1.1, 0.0], [-1.1, -1.0, -0.8], [0.5, -0.6, -0.7], [1.1, -0.3, -0.4], [1.1, -0.2, -2.2], [-0.8, 1.5, -1.2], [0.4, -0.5, 0.2]],
  "homo_ev": -12.62,
  "charge": 1,
  "lumo_ev": -3.83,
  "smiles": "O[C@H]1[NH2+]C(I)=Cc2ccccc21",
  "energy_ha": -775.7408,
  "fmax_ha_per_bohr": 0.090
}


Entry 4:
{
  "formula": "C5H9N3",
  "method": "the ωB97M-V functional and the def2-TZVPD basis",
  "symbols": ["C", "C", "C", "C", "C", "H", "H", "H", "H", "H", "H", "H", "H", "H", "N", "N", "N"],
  "positions_angstrom": [[2.65796, -0.50246, -0.36632], [-0.42280, 1.29583, 0.40150], [-1.29776, 0.46668, -0.68482], [-1.31255, -0.63527, 0.31591], [0.18292, -1.04028, 0.56742], [3.80336, -0.63304, -0.95537], [2.15465, -1.44718, 0.05735], [0.15863, 2.45504, 0.11253], [-1.18797, 1.56701, 1.12783], [-0.68598, 0.38836, -1.61785], [-3.17086, -0.04632, -0.02884], [-1.58935, -0.08982, 1.43180], [0.57755, -1.87300, 1.23429], [0.25891, -1.26870, -0.60530], [1.89318, 0.62935, -0.39894], [0.75390, 0.37779, 0.68051], [-2.52787, -0.51561, -0.58994]],
  "forces_ev_per_a": [[-0.6, 2.0, -1.8], [1.2, 4.5, -2.7], [1.5, 0.0, 0.8], [-1.2, 1.4, 4.2], [-1.2, -0.6, -4.7], [-3.9, 0.8, 1.7], [1.7, 1.5, -0.5], [-1.8, -3.6, 0.4], [1.1, 0.0, 0.8], [-0.9, -0.6, 0.8], [-1.7, 0.5, 1.3], [0.1, -2.0, -2.9], [-1.0, 1.5, -0.6], [1.3, -0.6, 2.5], [1.5, -4.7, 2.7], [-0.4, -0.2, -1.3], [4.2, 0.3, -0.7]],
  "homo_ev": -9.01,
  "charge": 0,
  "lumo_ev": 0.78,
  "smiles": "C=NN1C[C@@H]2N[C@H]2C1",
  "energy_ha": -359.8198,
  "fmax_ha_per_bohr": 0.110
}